No. 1
Formula: C41H76O27S7
Source: the OMol25 dataset
Level of theory: ωB97M-V/def2-TZVPD

Output
HOMO energy   -0.3454 hartree
Relative energy (zero: lowest compared OMol25 entry of this formula, charge and spin)   0.00 kJ/mol
Frontier orbital gap   9.65 eV
SMILES string   O=S1(=O)CCCC1.O=S1(=O)CCCC1.O=S1(=O)CCCC1.O=S1(=O)CCCC1.O=S1(=O)CCCC1.O=S1(=O)CCCC1.O=S1(=O)CCCC1.O=C1OCCO1.O=C1OCCO1.O=C1OCCO1.O=C1OCCO1.CO
Energy   -6426.54142 a.u.

Geometry as XYZ:
```
151
C41H76O27S7 ωB97M-V/def2-TZVPD
O 3.3602 -2.8571 -4.4735
S 3.1548 -1.8558 -5.4948
O 3.7994 -2.0384 -6.7745
C 1.4208 -1.5111 -5.8345
C 1.4966 -0.0319 -6.1276
C 2.3214 0.6039 -4.9615
C 3.6355 -0.2451 -4.7216
H 0.9830 -1.7650 -4.8940
H 1.1329 -2.1266 -6.7102
H 1.9698 0.0618 -7.0903
H 0.5166 0.3574 -6.0796
H 1.6935 0.4086 -4.0450
H 2.5294 1.6232 -5.0612
H 3.8248 -0.2178 -3.6720
H 4.4641 0.0970 -5.3608
O -1.0612 -1.0914 3.4736
S -2.1929 -0.6019 4.2100
O -3.3445 -1.4521 4.4235
C -1.7613 -0.0622 5.8952
C -1.9995 1.4325 5.9931
C -3.1170 1.7179 5.0007
C -2.7843 0.9634 3.7050
H -0.7348 -0.3589 6.0722
H -2.4557 -0.6380 6.4877
H -2.2068 1.6567 7.0779
H -1.0282 1.8776 5.7376
H -3.1794 2.8087 4.7785
H -3.9937 1.3637 5.4818
H -2.0923 1.5678 3.0794
H -3.6296 0.8727 3.1036
O 3.8707 1.2964 -2.0178
S 4.0246 0.8471 -0.6296
O 3.3802 -0.3850 -0.2967
C 5.7551 0.9116 -0.2113
C 5.9351 2.3911 0.1170
C 4.5419 3.1677 0.1757
C 3.4689 2.0813 0.4828
H 6.3157 0.5256 -1.0682
H 5.9464 0.2572 0.5929
H 6.3675 2.4978 1.1416
H 6.6172 2.9164 -0.5601
H 4.2137 3.7006 -0.7725
H 4.4780 3.8813 1.0965
H 2.4495 2.3775 0.2833
H 3.5745 1.7367 1.4995
O -3.9929 6.1382 1.6441
S -3.7445 4.7012 1.4502
O -2.9989 3.9321 2.4205
C -5.2889 3.9201 0.9947
C -4.9870 3.3887 -0.3483
C -4.1382 4.4084 -1.1561
C -2.9589 4.7393 -0.2565
H -5.9749 4.8156 0.9091
H -5.4645 3.1780 1.7320
H -4.4242 2.4672 -0.3179
H -5.8610 3.1301 -0.8470
H -4.6589 5.3978 -1.3822
H -3.7885 3.9258 -2.1117
H -2.6814 5.8390 -0.2559
H -2.0646 4.1272 -0.3766
O -0.9374 -4.0292 0.6551
S -2.2267 -4.4521 1.0411
O -3.3090 -3.7742 0.5088
C -2.3182 -6.1671 0.6900
C -2.2288 -6.8322 2.0512
C -2.9320 -5.9175 3.0160
C -2.3651 -4.5270 2.7747
H -1.5976 -6.5314 -0.0352
H -3.2951 -6.3632 0.1788
H -2.6824 -7.8794 2.0350
H -1.2300 -6.9542 2.3656
H -2.8295 -6.2451 4.0643
H -4.0266 -5.8823 2.8725
H -1.3115 -4.5536 3.1855
H -2.8546 -3.6761 3.1664
O -2.1408 2.3216 -2.8196
S -0.8858 2.4460 -3.5272
O -0.6804 1.5065 -4.5985
C -0.8135 4.1974 -3.9320
C 0.3295 4.7714 -3.0674
C 1.2667 3.5710 -2.7444
C 0.3741 2.4262 -2.3000
H -1.8273 4.5175 -3.6870
H -0.5682 4.2796 -4.9818
H 0.8377 5.5768 -3.5717
H -0.0546 5.2842 -2.1473
H 2.0071 3.7761 -1.9569
H 1.8191 3.2263 -3.6468
H -0.0897 2.7684 -1.3453
H 0.8736 1.4916 -2.3751
O -0.2262 -6.8492 -1.6889
S 0.7612 -6.4993 -2.7043
O 0.7710 -7.3131 -3.8619
C 0.6411 -4.8039 -3.1224
C 1.0980 -4.1160 -1.8604
C 2.3984 -4.9349 -1.4556
C 2.2968 -6.4645 -1.6946
H -0.3810 -4.5820 -3.5410
H 1.2412 -4.5259 -3.9973
H 1.3625 -3.0922 -2.0876
H 0.4247 -4.0329 -1.0243
H 2.7211 -4.7172 -0.4463
H 3.2272 -4.5646 -2.1259
H 2.0233 -7.0248 -0.7942
H 3.1708 -6.9036 -2.2360
O 5.4546 2.1254 3.1081
C 5.1346 1.0667 3.5825
O 4.6755 1.0005 4.8479
C 4.0162 -0.3309 4.9898
C 4.6751 -1.1325 3.8645
O 5.1745 -0.1124 2.9784
H 4.2634 -0.6891 5.9712
H 2.9465 -0.2350 4.8287
H 3.8754 -1.6836 3.3357
H 5.4584 -1.7779 4.2017
O 1.6207 0.8446 3.2784
C 0.9633 0.3785 2.3278
O 1.2640 -0.7732 1.6489
C 0.5508 -0.7445 0.4317
C -0.5657 0.3071 0.5770
O 0.0525 1.1085 1.7043
H 1.1942 -0.5171 -0.4097
H 0.0154 -1.6640 0.3495
H -1.5346 -0.0072 1.0826
H -0.6422 1.0776 -0.2474
O 0.2018 -1.2896 -2.9920
C -0.9817 -1.4977 -2.8765
O -1.8005 -0.8231 -2.0763
C -3.1751 -1.0429 -2.4326
C -3.0263 -2.3262 -3.1416
O -1.6927 -2.3481 -3.6323
H -3.7651 -0.9269 -1.5341
H -3.4954 -0.2158 -3.0882
H -3.7044 -2.3582 -4.0045
H -3.1246 -3.2493 -2.5575
O 0.4837 5.3220 0.0295
C 0.7005 4.8892 1.1178
O -0.2265 4.3070 1.8915
C 0.3361 3.9462 3.1538
C 1.8049 4.3552 3.0341
O 1.9162 4.9256 1.7081
H -0.1458 4.5328 3.9447
H 0.0758 2.9040 3.3103
H 2.5128 3.5286 3.1537
H 2.1571 5.0911 3.7660
C -5.0455 -0.9721 0.9983
O -3.6884 -1.0706 1.4239
H -5.1840 0.0332 0.5075
H -5.2530 -1.7666 0.2907
H -5.6670 -1.1001 1.9020
H -3.2714 -1.9124 1.2733
```

Löwdin atomic charge list, values in e, 8 entries: -0.34, 0.68, -0.33, -0.22, -0.21, -0.19, -0.16, 0.06



No. 2
Formula: C24H56BrFN7O8PS
Source: the OMol25 dataset
Level of theory: ωB97M-V/def2-TZVPD

Output
HOMO energy   -0.2981 hartree
Frontier orbital gap   8.40 eV
Energy   -5346.72381 a.u.

Geometry as XYZ:
```
99
C24H56BrFN7O8PS ωB97M-V/def2-TZVPD
C 2.2734 -3.6408 -1.7257
C 2.9227 -2.3839 -1.0060
P 1.7420 -0.9546 -1.2488
C 2.8451 0.4524 -1.8540
N 1.0718 -0.3300 0.2767
C 1.2237 -1.2136 1.4661
C 2.3529 -0.6276 2.3865
C 3.6846 -1.4297 2.4080
Br 5.0474 -0.7697 1.1306
S -0.6067 -0.0746 -0.0449
O -0.6622 0.7293 -1.2950
O -1.2849 0.5790 1.0798
F -1.2851 -1.5307 -0.4178
H 3.0218 -4.2695 -2.2346
H 1.5916 -4.1998 -1.0599
H 1.6242 -3.2254 -2.5284
H 3.1362 -2.6654 0.0379
H 3.8683 -2.1771 -1.5435
H 3.8247 0.3851 -1.3351
H 2.3929 1.4389 -1.6543
H 3.0664 0.3287 -2.9300
H 1.3205 -2.2925 1.2454
H 0.2820 -1.1082 2.0492
H 1.9663 -0.6236 3.4261
H 2.5079 0.4398 2.1404
H 3.4936 -2.5081 2.2819
H 4.1277 -1.2813 3.4111
C 3.9794 1.4188 6.7884
C 2.9927 0.4870 6.1358
O 2.2417 0.8584 5.2422
N 2.9558 -0.7992 6.5688
C 3.7578 -1.4280 7.6037
H 3.8901 2.4040 6.3376
H 3.7696 1.5053 7.8555
H 4.9981 1.0587 6.6364
H 2.2726 -1.3627 6.0885
H 4.3060 -2.2637 7.1613
H 3.0884 -1.8163 8.3748
H 4.4578 -0.7295 8.0537
C -5.4709 1.3633 -4.4700
C -5.8282 1.9509 -3.1307
O -6.8810 2.5500 -2.9443
N -4.9395 1.7983 -2.1174
C -3.6508 1.1271 -2.1413
H -6.2729 1.5643 -5.1762
H -4.5549 1.8198 -4.8479
H -5.3468 0.2827 -4.3876
H -5.2444 2.2159 -1.2528
H -3.6638 0.3203 -1.4062
H -2.8762 1.8416 -1.8668
H -3.4292 0.7161 -3.1209
C -6.4368 2.1848 -9.4120
C -5.1923 2.6689 -8.7146
O -4.1614 2.0150 -8.6977
N -5.2413 3.8763 -8.0896
C -6.3594 4.7953 -7.9955
H -6.2388 1.2138 -9.8585
H -7.2546 2.0775 -8.6974
H -6.7219 2.8789 -10.2043
H -4.3731 4.1317 -7.6468
H -6.0693 5.7506 -8.4376
H -6.5977 4.9546 -6.9419
H -7.2383 4.4168 -8.5073
C -10.4275 4.2009 -2.3589
C -10.8176 4.8018 -1.0338
O -11.8735 5.3962 -0.8728
N -9.9468 4.6634 0.0012
C -8.6581 3.9983 0.0036
H -11.2173 4.3916 -3.0813
H -9.5051 4.6542 -2.7247
H -10.2976 3.1221 -2.2630
H -10.2702 5.0878 0.8554
H -8.6785 3.1972 0.7460
H -7.8909 4.7223 0.2867
H -8.4139 3.5800 -0.9694
C 2.8736 -6.0167 7.5868
C 4.1934 -5.3051 7.4492
O 4.2965 -4.2308 6.8711
N 5.2895 -5.8937 7.9923
C 5.3717 -7.1517 8.7096
H 2.0983 -5.4259 7.1056
H 2.9170 -6.9925 7.1011
H 2.6151 -6.1352 8.6402
H 6.1352 -5.3615 7.8613
H 5.7621 -6.9620 9.7111
H 6.0616 -7.8136 8.1829
H 4.4037 -7.6356 8.7895
C 7.5332 -0.2221 -3.8938
C 7.1751 0.3589 -2.5509
O 6.1368 0.9749 -2.3653
N 8.0527 0.1785 -1.5277
C 9.3252 -0.5161 -1.5458
H 6.7399 0.0036 -4.6018
H 8.4615 0.2175 -4.2618
H 7.6363 -1.3062 -3.8224
H 7.7466 0.5942 -0.6619
H 9.2930 -1.3303 -0.8191
H 10.1127 0.1821 -1.2553
H 9.5510 -0.9213 -2.5270
```

Löwdin atomic charge list, values in e, 8 entries: -0.17, -0.42, 0.95, -0.26, -0.38, -0.26, -0.24, -0.56



No. 3
Formula: C2H40O20
Source: the OMol25 dataset
Level of theory: ωB97M-V/def2-TZVPD

Output
HOMO energy   -0.1240 hartree
Net charge   -2
Relative energy (zero: lowest compared OMol25 entry of this formula, charge and spin)   171.18 kJ/mol
Frontier orbital gap   7.91 eV
Energy   -1605.00171 a.u.

Geometry as XYZ:
```
62
C2H40O20 ωB97M-V/def2-TZVPD
O 0.9599 0.6017 -1.7367
C 0.1648 0.5931 -0.6224
C 0.5480 -0.4051 0.4887
O -0.3421 -0.5563 1.5991
H -0.8259 0.4728 -0.9263
H 0.3604 1.5896 -0.2521
H 1.5238 -0.2373 0.9311
H 0.5095 -1.3269 -0.0450
O -0.8915 0.6112 4.3984
H -1.5964 0.1546 4.9592
H -0.9229 0.2326 3.5195
O 1.5582 -0.6384 3.3512
H 0.8785 -0.5686 2.6359
H 1.8860 0.2796 3.3899
O -0.5113 1.3510 -3.9671
H 0.1074 1.2499 -3.2173
H -1.1568 0.6110 -4.0448
O 2.9398 1.4615 -0.0558
H 2.2672 1.1607 -0.6671
H 2.8984 0.8033 0.6392
O 3.0785 -2.0023 1.4719
H 2.3741 -1.8926 0.8658
H 2.7413 -1.6425 2.2830
O 1.0312 -3.7521 -1.0090
H 1.2186 -4.2743 -0.2255
H 1.6816 -4.1550 -1.6070
O 2.5831 0.7659 -3.7244
H 2.8065 -0.1691 -3.7221
H 2.0653 0.7970 -2.9099
O -2.9334 0.6144 0.3370
H -2.0203 0.6775 0.1585
H -3.3782 -0.0192 -0.2386
O -0.9418 2.1390 1.8320
H -1.7261 1.7272 2.1453
H -0.3957 1.4395 1.4580
O 1.6494 2.9589 1.9369
H 0.7289 2.8354 1.8696
H 2.0473 2.4428 1.2567
O 2.8582 -1.5221 -1.3663
H 2.5494 -2.3732 -1.0365
H 2.1657 -0.8738 -1.3118
O 0.1248 3.2367 -1.9470
H 0.4679 2.3600 -1.8025
H 0.6033 3.8341 -1.4530
O -0.2270 -3.0971 2.3496
H -0.0709 -2.1413 2.1563
H -1.0007 -3.1575 2.8714
O -2.5748 -1.1939 2.6021
H -2.9088 -0.3076 2.6680
H -1.8053 -0.9577 2.0982
O -2.5105 -2.5297 -1.3178
H -2.2820 -1.5784 -1.3954
H -3.1593 -2.5207 -0.6215
O -0.0624 -1.7637 -2.7179
H 0.1734 -0.8983 -2.3530
H 0.1981 -2.3426 -1.9949
O -1.8737 3.7826 -0.2159
H -1.8580 3.2803 0.5974
H -1.0870 3.6067 -0.7100
O -3.2638 0.1668 -2.5269
H -3.2321 1.0921 -2.5292
H -4.1901 -0.0318 -2.5993
```

Löwdin atomic charge list, values in e, 8 entries: -0.38, -0.33, -0.25, -0.36, 0.09, 0.09, 0.07, 0.09



No. 4
Formula: C8H16N4O4P
Source: the OMol25 dataset
Level of theory: ωB97M-V/def2-TZVPD

Output
HOMO energy   -0.4560 hartree
Net charge   +1
Frontier orbital gap   7.85 eV
Energy   -1175.34070 a.u.

Geometry as XYZ:
```
33
C8H16N4O4P ωB97M-V/def2-TZVPD
C 4.6780 -0.1202 -0.6018
C 3.7656 1.1695 -0.9193
N 2.2959 0.9198 -0.8413
C 1.4705 2.0033 -0.3165
C 0.0039 1.5355 -0.3327
N 0.1466 0.2007 -0.8789
C -1.0091 -0.7217 -1.0805
O -0.7142 -1.9360 -0.2883
N -0.4114 -1.5535 1.0004
O 0.6601 -1.9708 1.3115
C 1.4797 -0.2024 -1.2234
P 2.0738 -1.8347 -1.9623
O 0.9109 -2.5211 -2.7296
H 4.0666 -0.7591 0.1461
H 4.7621 -0.7843 -1.5444
H 5.7124 0.1455 -0.1836
H 4.0589 1.7083 -1.8959
H 4.0036 1.9322 -0.0837
H 1.7725 3.0234 0.0767
H -0.9663 2.0329 -0.0168
H -1.9529 -0.2676 -0.5919
H -1.1973 -1.0137 -2.1653
H 3.1906 -1.6881 -2.8641
H 2.4314 -2.7513 -0.8947
O -4.2109 1.2164 0.5344
C -4.3717 0.5808 1.5663
N -3.5678 -0.4729 1.8649
C -5.4443 0.9005 2.5693
H -3.6561 -1.0279 2.6995
H -2.8427 -0.7018 1.2055
H -6.4191 0.8224 2.0850
H -5.2979 1.9183 2.9346
H -5.4214 0.2173 3.4204
```

Löwdin atomic charge list, values in e, 8 entries: -0.09, -0.18, -0.08, 0.06, 0.10, -0.06, -0.08, -0.12